A structure of composition C47H50Br2N9O2RbSSi in a non-equilibrium geometry, computed with ωB97M-V with the def2-TZVPD basis set.

Structure (XYZ):
```
113
Properties=species:S:1:pos:R:3:lowdin_charge:R:1
Rb -1.271 -0.511 0.717 0.72
C -6.251 1.003 -4.803 -0.09
C -5.268 0.215 -4.027 -0.33
C -5.609 -1.077 -3.628 -0.07
C -4.842 -1.734 -2.681 -0.06
C -3.579 -1.323 -2.260 -0.27
N -2.722 -1.992 -1.461 0.00
C -2.274 -3.233 -1.866 -0.25
C -2.285 -3.628 -3.248 -0.04
C -1.353 -4.479 -3.754 -0.08
C -0.595 -5.338 -2.877 -0.33
C 0.298 -6.348 -3.433 -0.11
C -0.799 -5.145 -1.509 0.01
C -1.695 -4.167 -0.992 -0.15
N -1.807 -4.106 0.406 -0.07
C -1.228 -4.960 1.318 -0.06
C -1.835 -4.730 2.576 -0.08
C -2.808 -3.763 2.296 -0.21
N -2.800 -3.303 1.052 0.07
C -3.126 -0.065 -2.988 -0.11
C -4.066 0.732 -3.585 -0.04
N -1.798 0.391 -3.002 -0.06
C -1.288 1.170 -4.027 -0.09
C 0.030 1.442 -3.772 -0.07
C 0.305 0.682 -2.577 -0.16
N -0.762 0.053 -2.155 0.02
H -7.255 0.535 -4.786 0.07
H -5.968 1.009 -5.907 0.09
H -6.377 2.049 -4.511 0.07
H -6.566 -1.548 -4.015 0.12
H -5.111 -2.680 -2.220 0.12
H -2.883 -2.947 -3.899 0.11
H -1.075 -4.451 -4.838 0.11
H 0.108 -6.717 -4.504 0.09
H 0.544 -7.155 -2.740 0.06
H 1.287 -5.832 -3.471 0.08
H -0.351 -5.868 -0.860 0.08
H -0.473 -5.763 1.115 0.12
H -1.562 -5.234 3.536 0.10
H -3.603 -3.342 2.970 0.12
H -3.737 1.744 -3.777 0.11
H -1.981 1.469 -4.843 0.12
H 0.780 1.884 -4.400 0.07
H 1.270 0.483 -2.083 0.10
Br 3.877 -5.511 3.126 0.60
C 3.862 -3.916 2.120 -0.77
C 4.272 -3.828 0.753 -0.17
C 4.325 -2.611 0.155 -0.11
N 3.843 -1.437 0.720 -0.05
C 3.289 -1.478 2.050 -0.14
C 3.409 -2.711 2.713 -0.10
C 2.565 -0.368 2.696 -0.22
C 2.710 -0.208 4.111 -0.10
C 2.024 0.780 4.742 -0.72
Br 2.304 1.133 6.566 0.70
C 1.115 1.606 4.032 -0.11
C 1.116 1.397 2.602 -0.19
N 1.811 0.459 1.958 0.10
H 4.512 -4.770 0.230 0.09
H 4.631 -2.430 -0.903 0.12
H 3.106 -2.791 3.755 0.09
H 3.420 -0.791 4.637 0.09
H 0.501 2.352 4.530 0.09
H 0.464 2.018 1.981 -0.01
C 1.195 6.589 0.431 -0.06
N 1.003 5.153 0.189 -0.20
C 1.940 4.245 0.814 -0.09
C -0.155 4.623 -0.302 -0.73
S -0.777 3.105 0.207 0.72
N -0.847 5.471 -1.147 -0.23
C -2.296 5.279 -1.271 -0.11
C -0.172 6.067 -2.306 -0.07
H 1.717 6.734 1.387 0.09
H 0.286 7.161 0.482 0.07
H 1.765 7.131 -0.391 0.09
H 2.890 4.791 0.931 0.09
H 2.115 3.403 0.139 0.06
H 1.678 3.840 1.774 0.06
H -2.729 5.267 -0.282 0.06
H -2.552 4.317 -1.789 0.09
H -2.763 6.188 -1.710 0.09
H 0.929 5.818 -2.265 0.10
H -0.215 7.164 -2.363 0.08
H -0.554 5.633 -3.204 0.07
O -2.243 1.072 4.094 -0.05
C -1.825 -0.127 4.200 -0.60
O -1.207 -0.866 3.296 -0.29
C -2.057 -0.965 5.436 -0.14
C -1.077 -1.866 5.854 -0.02
C -1.103 -2.399 7.182 -0.09
C -2.331 -2.585 7.827 -0.13
C -3.409 -1.826 7.358 -0.11
C -3.219 -0.980 6.236 -0.04
H -0.245 -1.990 5.187 0.10
H -0.146 -2.767 7.648 0.11
H -2.331 -3.088 8.762 0.07
H -4.416 -1.936 7.768 0.08
H -3.993 -0.231 5.989 0.11
C 5.931 2.889 -0.742 -0.22
Si 4.731 1.999 -1.759 0.44
C 5.530 1.131 -3.318 -0.20
C 3.375 3.257 -2.431 -0.19
C 3.983 0.634 -0.776 -0.08
C 3.811 -0.359 -0.079 -0.15
H 5.453 3.348 0.108 0.02
H 6.349 3.703 -1.355 0.03
H 6.815 2.238 -0.468 0.06
H 6.284 1.802 -3.843 0.03
H 4.817 0.778 -4.064 0.01
H 6.045 0.231 -2.975 0.01
H 3.754 4.280 -2.195 0.01
H 2.432 3.065 -1.842 0.01
H 3.057 3.261 -3.484 0.01
```

DFT total energy = -226505.50465 eV
Total charge = -2
LUMO (spin up / spin down) = 3.4 / 3.4 eV
Highest occupied orbital energy (spin up / spin down) = -0.1 / -0.1 eV
ΔE to the lowest compared entry with this formula, charge and spin = 263.3 kJ/mol
HOMO-LUMO gap (spin up / spin down) = 3.49 / 3.49 eV

=====

A cluster of 6 separate species, C47H50F12N5O6P2 in total in a non-equilibrium geometry, computed with ωB97M-V with the def2-TZVPD basis set.

Structure (XYZ):
```
122
Properties=species:S:1:pos:R:3:lowdin_charge:R:1
N 6.090 -2.460 0.872 -0.12
P 5.206 -3.030 -0.268 0.51
O 5.288 -2.329 -1.707 -0.16
O 5.447 -4.608 -0.441 -0.18
C 3.375 -2.893 0.173 -0.41
C 3.217 -3.632 1.522 -0.10
C 3.174 -5.163 1.531 -0.37
O 1.898 -5.535 2.095 -0.03
C 4.288 -5.794 2.369 -0.21
N 4.653 -7.118 1.846 0.02
N 3.289 -1.465 0.436 0.08
C 2.381 -0.516 -0.130 -0.16
C 1.878 0.395 1.029 -0.52
F 2.895 1.158 1.485 0.18
F 0.892 1.211 0.608 0.16
F 1.414 -0.341 2.050 0.17
C 3.176 0.350 -1.198 -0.36
F 4.440 0.536 -0.776 0.15
F 3.220 -0.414 -2.343 0.11
C 2.641 1.748 -1.570 -0.28
F 1.416 1.601 -2.160 0.07
F 3.481 2.304 -2.465 0.12
C 1.151 -1.116 -0.859 -0.17
O -0.028 -1.247 -0.134 0.06
C -0.396 -2.451 0.506 -0.37
O 0.044 -2.747 1.561 0.20
C -1.445 -3.176 -0.266 -0.14
C -1.214 -4.457 -0.772 -0.04
C -2.213 -5.095 -1.498 -0.07
C -3.432 -4.464 -1.700 -0.05
C -3.665 -3.192 -1.179 -0.04
C -2.667 -2.544 -0.469 0.00
N 1.509 -2.390 -1.552 0.13
C 2.341 -3.445 -0.848 -0.26
P 3.061 -4.544 -2.271 0.94
N 2.606 -6.066 -1.681 -0.15
O 1.825 -4.233 -3.331 -0.29
H 6.609 -1.620 0.648 0.00
H 6.184 -1.995 -1.856 0.10
H 6.326 -4.782 -0.067 0.09
H 4.028 -3.288 2.173 0.11
H 2.286 -3.269 1.965 0.11
H 3.219 -5.603 0.542 0.08
H 1.513 -6.239 1.567 0.09
H 5.161 -5.133 2.389 0.11
H 3.904 -5.890 3.386 0.13
H 4.634 -7.827 2.562 0.07
H 5.575 -7.107 1.438 0.06
H 3.577 -1.254 1.379 0.14
H 2.560 2.405 -0.705 0.15
H 0.913 -0.421 -1.661 0.17
H -0.283 -4.976 -0.570 0.10
H -2.061 -6.091 -1.894 0.11
H -4.214 -4.960 -2.260 0.11
H -4.622 -2.710 -1.324 0.10
H -2.849 -1.554 -0.070 0.12
H 0.645 -2.847 -1.858 0.16
H 1.982 -2.118 -2.418 0.15
H 1.632 -4.070 -0.305 0.09
H 1.839 -6.531 -2.152 0.05
H 3.397 -6.698 -1.635 0.06
H 1.087 -4.854 -3.313 0.06
F 1.004 7.488 3.378 0.07
C 0.999 6.503 2.466 -0.28
C 0.949 6.835 1.126 0.00
C 0.947 5.812 0.191 -0.09
C 0.986 4.487 0.604 -0.10
C 1.030 4.179 1.957 -0.08
C 1.041 5.193 2.903 0.00
H 0.911 7.875 0.831 0.13
H 0.913 6.052 -0.863 0.08
H 0.965 3.699 -0.137 0.07
H 1.051 3.149 2.285 0.09
H 1.078 4.982 3.963 0.12
F -6.331 6.050 -2.169 0.06
C -5.078 5.994 -1.673 -0.29
C -4.648 4.818 -1.093 -0.02
C -3.357 4.766 -0.587 -0.08
C -2.526 5.875 -0.661 -0.09
C -2.988 7.045 -1.248 -0.07
C -4.274 7.112 -1.764 -0.01
H -5.316 3.969 -1.040 0.11
H -2.999 3.852 -0.129 0.10
H -1.524 5.824 -0.262 0.07
H -2.344 7.913 -1.306 0.11
H -4.655 8.011 -2.228 0.12
F -0.220 0.445 8.155 0.06
C -0.231 -0.411 7.116 -0.29
C -0.351 0.098 5.838 -0.01
C -0.360 -0.790 4.772 -0.09
C -0.252 -2.157 4.991 -0.09
C -0.133 -2.639 6.288 -0.08
C -0.120 -1.764 7.365 -0.01
H -0.438 1.166 5.692 0.12
H -0.451 -0.409 3.764 0.09
H -0.257 -2.843 4.155 0.09
H -0.051 -3.703 6.465 0.11
H -0.025 -2.116 8.382 0.12
F -5.189 -0.681 -0.233 0.02
C -6.440 -0.143 -0.251 -0.28
C -7.283 -0.399 0.808 -0.02
C -8.555 0.154 0.782 -0.07
C -8.956 0.941 -0.290 -0.09
C -8.082 1.179 -1.342 -0.08
C -6.805 0.635 -1.329 -0.02
H -6.947 -1.016 1.631 0.12
H -9.233 -0.029 1.604 0.11
H -9.948 1.369 -0.304 0.11
H -8.393 1.791 -2.177 0.11
H -6.105 0.811 -2.134 0.12
F 0.651 6.889 -2.975 0.05
C 0.529 5.940 -3.929 -0.28
C 0.103 6.311 -5.187 -0.01
C -0.020 5.327 -6.156 -0.07
C 0.275 4.003 -5.857 -0.09
C 0.703 3.659 -4.583 -0.08
C 0.836 4.634 -3.605 -0.01
H -0.127 7.346 -5.394 0.12
H -0.351 5.597 -7.150 0.11
H 0.171 3.242 -6.618 0.10
H 0.926 2.629 -4.349 0.09
H 1.169 4.398 -2.603 0.09
```

DFT total energy = -120468.55375 eV
Total charge = +1
LUMO = -2.7 eV
Highest occupied orbital energy = -10.5 eV
HOMO-LUMO gap = 7.88 eV